i.
Here is a single C4H10N4 molecule from OMol25. Energies are from ωB97M-V/def2-TZVPD.

```
! wB97M-V def2-TZVPD RIJCOSX def2/J DEFGRID3
* xyz 0 1
C 0.74 -2.07 -0.22
C 0.37 -0.84 -0.53
C -0.79 -0.08 -0.79
N -1.72 -0.60 -0.05
C -2.85 0.18 0.37
N 1.48 0.50 -0.38
N 1.09 1.85 -0.33
N 2.42 0.23 0.61
H -0.01 -2.79 0.07
H 1.77 -2.38 -0.19
H -0.84 0.82 -1.40
H -2.81 1.22 0.04
H -3.75 -0.31 0.00
H -2.92 0.16 1.46
H 1.33 2.33 0.54
H 1.56 2.32 -1.09
H 2.94 -0.60 0.34
H 1.98 0.08 1.52
*
```

Summary:
* SMILES: C=C(/C=N/C)N(N)N
* E_HOMO: -7.8 eV
* Kohn-Sham gap: 8.801 eV

natural (NBO) analysis output, partial charges in e: -0.50, 0.20, 0.02, -0.39, -0.44, -0.18, -0.68, -0.67, 0.24, 0.21, 0.21, 0.17, 0.20, 0.21, 0.36, 0.36, 0.36, 0.32

ii.
Here is a single C4H10N4 molecule from OMol25. Energies are from ωB97M-V/def2-TZVPD.

```
! wB97M-V def2-TZVPD RIJCOSX def2/J DEFGRID3
* xyz 0 1
H 0.24 -2.72 -0.57
N 0.92 -2.16 -0.99
C 0.87 -1.06 -0.26
N 1.79 -0.04 -0.47
C 0.19 -0.97 1.06
C -0.85 0.14 1.06
N -0.11 1.34 0.69
N -0.48 1.93 -0.47
C -0.86 1.34 -1.56
H 1.24 0.92 -0.14
H 2.01 -0.08 -1.44
H -0.42 -1.92 1.20
H 0.66 -0.89 2.01
H -1.70 -0.16 0.33
H -1.22 0.22 2.04
H -0.07 1.93 1.53
H -1.07 1.95 -2.44
H -1.14 0.24 -1.59
*
```

Summary:
* SMILES: [H]/N=C(/N)CCNN=C
* E_HOMO: -8.9 eV
* Kohn-Sham gap: 9.561 eV

natural (NBO) analysis output, partial charges in e: 0.32, -0.69, 0.42, -0.83, -0.49, -0.23, -0.46, -0.25, -0.16, 0.41, 0.38, 0.20, 0.23, 0.20, 0.20, 0.39, 0.20, 0.16

iii.
Here is a single C4H10N4 molecule from OMol25. Energies are from ωB97M-V/def2-TZVPD.

```
! wB97M-V def2-TZVPD RIJCOSX def2/J DEFGRID3
* xyz 0 1
H 2.67 0.88 -1.02
N 1.92 0.20 -0.95
C 0.95 0.55 -0.21
N 0.87 1.70 0.52
C -0.18 -0.55 0.02
C -0.17 -0.98 1.49
N -0.04 -1.69 -0.84
C -1.38 0.25 -0.36
N -1.77 0.29 -1.56
H -2.59 0.86 -1.74
H 1.54 2.44 0.35
H 0.01 1.98 0.96
H 0.79 -1.41 1.74
H -0.36 -0.13 2.15
H -0.95 -1.73 1.64
H -0.35 -1.44 -1.77
H 0.95 -1.94 -0.90
H -1.91 0.72 0.49
*
```

Summary:
* SMILES: [H]/N=C(\N)[C@](C)(N)/C=N/[H]
* E_HOMO: -9.2 eV
* Kohn-Sham gap: 9.897 eV

natural (NBO) analysis output, partial charges in e: 0.33, -0.73, 0.46, -0.84, -0.02, -0.60, -0.82, 0.15, -0.62, 0.35, 0.39, 0.39, 0.22, 0.20, 0.23, 0.39, 0.38, 0.15

Which of them is the most stable? Correct choice: iii.

i.
Here is a molecular structure, C4H10N4 from OMol25. Energies are from ωB97M-V/def2-TZVPD.

```
! wB97M-V def2-TZVPD RIJCOSX def2/J DEFGRID3
* xyz 0 1
C -3.15 0.13 0.13
C -1.08 -1.00 -0.02
C 1.02 -0.48 -0.17
C 0.69 0.95 -0.24
H -3.79 -0.55 -0.63
H -3.85 0.30 0.99
H -3.19 1.03 -0.66
H -1.59 -1.51 -1.18
H 0.44 1.39 0.73
H -0.16 1.01 -0.93
H 1.56 1.29 -0.68
H 2.46 -1.67 0.47
H 2.91 0.40 1.44
H 3.48 1.02 -0.31
N -1.65 -0.14 0.64
N 0.15 -1.43 0.19
N 2.40 -0.87 -0.20
N 3.34 0.13 0.42
*
```

Summary:
* E_HOMO: -9.4 eV
* Kohn-Sham gap: 10.089 eV

natural (NBO) analysis output, partial charges in e: -0.48, 0.32, 0.48, -0.71, 0.20, 0.21, 0.20, 0.09, 0.27, 0.25, 0.21, 0.39, 0.35, 0.37, -0.48, -0.53, -0.45, -0.69

ii.
Here is a single C4H10N4 molecule from OMol25. Energies are from ωB97M-V/def2-TZVPD.

```
! wB97M-V def2-TZVPD RIJCOSX def2/J DEFGRID3
* xyz 0 1
H -3.49 -0.83 -0.32
N -2.75 -0.12 -0.32
C -1.60 -0.55 -0.04
C -1.22 -1.96 0.27
C -0.50 0.45 -0.05
N -0.92 1.74 -0.10
N 0.70 0.01 0.03
C 1.82 0.89 0.03
N 3.00 0.11 -0.31
H -0.33 -2.23 -0.30
H -0.95 -2.03 1.33
H -2.03 -2.65 0.07
H -0.28 2.46 -0.40
H -1.89 1.85 -0.35
H 1.90 1.37 1.03
H 1.74 1.70 -0.72
H 3.84 0.59 -0.03
H 2.95 -0.78 0.18
*
```

Summary:
* SMILES: [H]/N=C(C)/C(N)=N/CN
* E_HOMO: -8.9 eV
* Kohn-Sham gap: 9.917 eV

natural (NBO) analysis output, partial charges in e: 0.35, -0.64, 0.28, -0.68, 0.37, -0.82, -0.50, -0.07, -0.83, 0.26, 0.24, 0.21, 0.39, 0.42, 0.16, 0.15, 0.35, 0.36

iii.
Here is a single C4H10N4 molecule from OMol25. Energies are from ωB97M-V/def2-TZVPD.

```
! wB97M-V def2-TZVPD RIJCOSX def2/J DEFGRID3
* xyz 0 1
C 0.55 -1.13 1.04
C -0.26 -0.55 -0.08
C -0.84 -1.58 -1.01
C -0.79 0.75 0.00
N -2.01 1.12 -0.53
N 0.14 1.66 0.34
N 1.18 1.34 -0.41
N 2.32 1.66 0.24
H 1.48 -1.57 0.66
H -0.01 -1.92 1.55
H 0.83 -0.39 1.80
H -1.57 -2.23 -0.50
H -1.34 -1.14 -1.87
H -0.04 -2.23 -1.38
H -2.78 0.52 -0.26
H -2.20 2.11 -0.43
H 3.13 1.69 -0.37
H 2.21 1.90 1.22
*
```

Summary:
* SMILES: CC(C)=C(N)/N=N/N
* E_HOMO (spin up / spin down): -7.1 / -7.1 eV
* Kohn-Sham gap (spin up / spin down): 8.091 / 8.090 eV

natural (NBO) analysis output, partial charges in e: -0.64, -0.04, -0.65, 0.28, -0.81, -0.38, 0.04, -0.62, 0.21, 0.21, 0.21, 0.20, 0.22, 0.22, 0.38, 0.39, 0.39, 0.39

iv.
Here is a single C4H10N4 molecule from OMol25. Energies are from ωB97M-V/def2-TZVPD.

```
! wB97M-V def2-TZVPD RIJCOSX def2/J DEFGRID3
* xyz 0 1
C -0.34 1.17 1.82
C -0.22 0.09 0.78
N -1.35 -0.66 0.58
C -1.71 -1.03 -0.60
N -1.38 -0.52 -1.83
C 0.92 -0.07 0.03
N 1.26 -1.21 -0.73
N 2.02 0.79 0.20
H 0.51 1.16 2.50
H -1.26 1.01 2.38
H -0.39 2.17 1.37
H -2.55 -1.73 -0.63
H -1.13 0.46 -1.80
H -1.60 -0.57 -2.82
H 2.17 -1.57 -0.46
H 0.58 -1.95 -0.67
H 1.77 1.74 0.41
H 2.71 0.71 -0.53
*
```

Summary:
* SMILES: CC(/N=C\N)=C(N)N
* E_HOMO: -6.6 eV
* Kohn-Sham gap: 7.536 eV

natural (NBO) analysis output, partial charges in e: -0.64, -0.02, -0.48, 0.26, -0.87, 0.31, -0.83, -0.83, 0.21, 0.23, 0.20, 0.16, 0.38, 0.42, 0.37, 0.38, 0.38, 0.38

Which of them is the most stable? Correct choice: ii.

i.
Here is 11 unconnected molecules or ions with the total composition H21O11 from OMol25. Energies are from ωB97M-V/def2-TZVPD.

```
! wB97M-V def2-TZVPD RIJCOSX def2/J DEFGRID3
* xyz -1 1
O 0.27 2.98 0.28
H -0.61 2.50 0.22
H 0.72 2.64 -0.49
O -1.20 1.97 -2.27
H -0.78 1.38 -2.92
H -1.31 1.34 -1.54
O -1.30 -3.99 0.54
H 1.11 3.17 2.55
H 2.98 -1.97 -0.17
O -1.53 1.17 0.40
H -1.50 1.30 1.35
H -1.15 -0.36 0.66
O 2.08 -0.19 1.58
H 3.50 0.77 0.04
H -3.39 -0.94 -0.34
O 3.08 -2.59 -0.90
H 3.89 -2.36 -1.36
H -2.96 0.54 0.09
O -3.73 -0.06 -0.21
H -0.50 -3.58 0.88
O 1.71 2.88 3.23
H -1.19 -3.83 -0.39
H 2.15 2.15 2.83
O -2.30 -0.55 -2.80
H -2.80 -1.33 -3.04
H -2.79 -0.05 -2.14
O 3.84 0.12 -0.58
H 1.16 -0.48 1.48
H 3.03 -0.05 -1.09
O -0.96 -1.26 1.11
H 2.09 0.52 2.22
H -1.64 -1.83 0.76
*
```

Summary:
* E_HOMO: -6.2 eV
* Kohn-Sham gap: 9.001 eV

natural (NBO) analysis output, partial charges in e: -1.03, 0.51, 0.46, -0.96, 0.46, 0.50, -0.95, 0.50, 0.49, -1.23, 0.45, 0.51, -0.97, 0.48, 0.44, -0.96, 0.47, 0.52, -1.03, 0.49, -0.94, 0.46, 0.44, -0.98, 0.46, 0.50, -0.95, 0.51, 0.47, -1.05, 0.46, 0.47

ii.
Here is 11 unconnected molecules or ions with the total composition H21O11 from OMol25. Energies are from ωB97M-V/def2-TZVPD.

```
! wB97M-V def2-TZVPD RIJCOSX def2/J DEFGRID3
* xyz -1 1
O -0.03 0.41 0.90
H 0.10 -0.32 0.16
O 2.03 1.79 0.01
H 1.30 1.39 0.39
H 1.76 2.47 -0.63
O -2.59 -0.55 1.07
H -3.11 0.20 1.37
H -1.74 -0.12 1.19
O 0.00 -0.84 3.25
H 1.02 -0.82 3.38
H -0.17 -0.13 2.45
O 2.46 0.14 -2.27
H 1.63 -0.22 -2.36
H 2.38 0.95 -1.56
O -1.20 2.52 1.84
H -0.77 1.79 1.46
H -2.12 2.43 1.45
O 0.19 -2.60 -2.16
H -0.22 -2.58 -1.28
H 0.17 -1.57 -2.56
O -0.20 -0.11 -3.11
H -0.33 0.29 -4.07
H -0.60 0.50 -2.51
O 2.47 -0.73 1.95
H 2.41 -1.73 1.92
H 1.76 -0.27 1.44
O -1.01 1.56 -1.28
H -0.56 1.24 -0.50
H -0.46 2.37 -1.71
O -1.26 -2.69 0.21
H -1.29 -2.93 1.26
H -1.99 -1.87 0.28
*
```

Summary:
* E_HOMO: -6.7 eV
* Kohn-Sham gap: 9.265 eV

natural (NBO) analysis output, partial charges in e: -1.29, 0.49, -0.95, 0.50, 0.45, -0.98, 0.47, 0.51, -1.05, 0.48, 0.51, -0.99, 0.47, 0.48, -0.95, 0.49, 0.44, -1.03, 0.49, 0.48, -0.98, 0.48, 0.50, -0.99, 0.48, 0.51, -0.98, 0.51, 0.47, -1.02, 0.49, 0.51

Which of them is the most stable? Correct choice: i.